This record from the OMol25 dataset describes the molecule C15H23N3O4S2 at a distorted geometry. The level of theory is ωB97M-V/def2-TZVPD.

The geometry in XYZ format:
```
47
Properties=species:S:1:pos:R:3
N -7.161 -1.121 0.035
S -6.378 0.364 0.027
O -6.652 1.021 1.270
O -6.680 1.025 -1.208
C -4.675 -0.171 0.006
C -4.033 -0.401 1.208
C -2.717 -0.838 1.192
C -2.090 -1.040 -0.023
C -2.735 -0.809 -1.225
C -4.050 -0.370 -1.210
H -4.597 -0.165 -2.116
H -2.203 -0.993 -2.145
S -0.343 -1.464 -0.045
O -0.037 -2.074 -1.303
O -0.016 -2.145 1.171
N 0.393 0.005 -0.010
C 0.393 0.812 -1.203
C 1.428 1.946 -1.017
N 2.479 1.609 -0.094
C 1.955 1.389 1.240
C 0.561 0.709 1.232
H 0.482 -0.030 2.028
H -0.235 1.458 1.360
H 1.867 2.363 1.739
H 2.667 0.785 1.800
C 3.497 0.687 -0.571
C 3.231 -0.829 -0.450
H 2.724 -1.233 -1.324
H 2.607 -1.043 0.417
C 4.615 -1.433 -0.236
H 4.568 -2.442 0.171
H 5.163 -1.465 -1.179
C 5.273 -0.440 0.716
H 4.889 -0.593 1.726
H 6.357 -0.542 0.748
C 4.835 0.923 0.176
H 5.581 1.310 -0.518
H 4.708 1.661 0.966
H 3.638 0.935 -1.627
H 0.923 2.832 -0.617
H 1.864 2.213 -1.981
H 0.663 0.150 -2.027
H -0.605 1.234 -1.401
H -2.173 -1.040 2.101
H -4.566 -0.220 2.127
H -7.708 -1.260 0.869
H -7.708 -1.270 -0.797
```

highest occupied orbital energy = -8.30 eV
energy relative to the best compared isomer or geometry (same formula, charge and spin) = 157.3 kJ/mol
structure (SMILES) = NS(=O)(=O)c1ccc(S(=O)(=O)N2CCN(C3CCCC3)CC2)cc1
gap between HOMO and LUMO = 8.39 eV
charge = 0